No. 1
Density functional theory data (the ωB97M-V functional and the def2-TZVPD basis) for 2 unconnected molecules or ions with the total composition C3H9O at a distorted geometry.

Properties
Maximum force, eV/Å: 2.1
Electronic energy, eV: -5303.4419
Kohn-Sham gap, eV: 6.11
Total charge: -1
E_LUMO, eV: 3.95

Each line ends with the Löwdin charge.
Element x y z (Å)
O1 -2.168 -1.297 1.621  -0.64
H1 -1.910 -2.221 1.725  -0.21
C1 0.291 0.262 0.662  -0.13
C2 0.801 -0.065 -0.769  -0.32
C3 1.185 1.196 -1.567  -0.15
H2 -0.735 -0.165 0.700  0.02
H3 0.163 1.340 0.739  0.05
H4 0.881 -0.244 1.415  0.06
H5 0.062 -0.664 -1.295  0.09
H6 1.678 -0.721 -0.657  0.08
H7 1.142 1.097 -2.660  0.05
H8 0.383 1.911 -1.366  0.06
H9 2.195 1.538 -1.342  0.06



No. 2
Density functional theory data (the ωB97M-V functional and the def2-TZVPD basis) for a molecular structure, C50H43BrCl2N4O4P2Zn.

Properties
Maximum force, eV/Å: 0.6
Electronic energy, eV: -228783.1023
Kohn-Sham gap, eV: 7.36
Total charge: 0
E_LUMO, eV: 0.16

Each line ends with the Löwdin charge.
Element x y z (Å)
Zn1 0.622 -0.171 -0.182  0.54
C1 7.308 3.696 -1.258  -0.08
O1 6.804 4.731 -0.431  -0.09
C2 6.237 4.366 0.748  -0.31
C3 6.157 3.054 1.202  -0.04
C4 5.538 2.781 2.413  -0.01
C5 5.021 3.810 3.187  -0.28
C6 5.156 5.125 2.750  -0.03
C7 5.731 5.405 1.528  0.00
N1 4.485 3.653 4.519  0.07
N2 3.757 2.700 4.831  0.07
C8 3.240 1.798 3.830  -0.26
C9 3.420 0.459 4.044  -0.04
C10 2.915 -0.518 3.170  0.00
C11 2.146 -0.166 2.079  -0.39
O2 1.608 -1.036 1.266  -0.20
C12 1.884 1.243 1.893  -0.18
N3 1.055 1.566 0.864  0.05
C13 0.751 2.816 0.631  -0.15
C14 1.207 3.857 1.454  -0.04
C15 2.021 3.560 2.508  0.02
C16 2.417 2.222 2.749  -0.10
H1 7.690 4.181 -2.152  0.10
H2 6.515 2.995 -1.531  0.07
H3 8.120 3.155 -0.765  0.10
H4 6.542 2.233 0.615  0.09
H5 5.474 1.756 2.747  0.11
H6 4.795 5.924 3.386  0.11
H7 5.820 6.420 1.165  0.12
H8 3.992 0.156 4.913  0.12
H9 3.104 -1.568 3.352  0.11
H10 0.107 3.014 -0.217  0.12
H11 0.908 4.874 1.244  0.11
H12 2.358 4.348 3.165  0.11
C17 -1.418 -3.468 -1.679  -0.28
C18 -1.550 -3.240 -0.169  -0.33
P1 -1.686 -1.479 0.374  1.05
C19 -3.347 -1.057 -0.243  -0.37
C20 -4.495 -1.763 0.117  -0.10
C21 -5.724 -1.429 -0.427  -0.07
C22 -5.821 -0.393 -1.350  -0.08
C23 -4.685 0.303 -1.729  -0.07
C24 -3.456 -0.028 -1.173  -0.11
C25 -1.883 -1.729 2.176  -0.36
C26 -0.792 -2.263 2.864  -0.10
C27 -0.821 -2.384 4.245  -0.07
C28 -1.935 -1.968 4.961  -0.08
C29 -3.018 -1.423 4.287  -0.08
C30 -2.988 -1.298 2.905  -0.11
C31 0.020 -3.384 -2.185  -0.32
P2 0.700 -1.672 -2.210  1.05
C32 2.463 -1.981 -2.532  -0.35
C33 3.122 -1.557 -3.681  -0.08
C34 4.486 -1.782 -3.822  -0.07
C35 5.196 -2.425 -2.820  -0.09
C36 4.544 -2.832 -1.663  -0.09
C37 3.187 -2.600 -1.514  -0.12
C38 -0.029 -1.027 -3.747  -0.34
C39 0.081 -1.723 -4.951  -0.10
C40 -0.524 -1.242 -6.101  -0.07
C41 -1.259 -0.066 -6.057  -0.08
C42 -1.377 0.633 -4.866  -0.07
C43 -0.755 0.159 -3.721  -0.10
H13 -2.059 -2.774 -2.235  0.10
H14 -1.801 -4.465 -1.904  0.11
H15 -0.693 -3.676 0.353  0.09
H16 -2.438 -3.746 0.216  0.08
H17 -4.431 -2.583 0.823  0.11
H18 -6.609 -1.979 -0.134  0.11
H19 -6.783 -0.136 -1.775  0.10
H20 -4.750 1.100 -2.459  0.11
H21 -2.568 0.519 -1.470  0.08
H22 0.107 -2.545 2.329  0.09
H23 0.037 -2.793 4.763  0.11
H24 -1.954 -2.055 6.040  0.10
H25 -3.886 -1.080 4.835  0.11
H26 -3.831 -0.842 2.402  0.09
H27 0.093 -3.785 -3.197  0.08
H28 0.674 -3.992 -1.555  0.09
H29 2.585 -1.020 -4.453  0.10
H30 4.991 -1.445 -4.718  0.11
H31 6.260 -2.593 -2.931  0.10
H32 5.098 -3.310 -0.865  0.11
H33 2.698 -2.877 -0.586  0.10
H34 0.648 -2.646 -4.998  0.11
H35 -0.418 -1.784 -7.032  0.10
H36 -1.730 0.312 -6.956  0.10
H37 -1.930 1.563 -4.833  0.11
H38 -0.784 0.741 -2.811  0.08
Br1 -4.122 2.913 5.671  0.76
C44 -3.170 2.317 4.157  -0.70
C45 -1.913 1.762 4.305  -0.10
C46 -1.274 1.308 3.162  -0.13
N4 -1.795 1.389 1.940  0.07
C47 -2.998 1.946 1.824  -0.14
C48 -3.736 2.422 2.898  -0.10
H39 -1.445 1.668 5.275  0.11
H40 -0.298 0.839 3.241  0.11
H41 -3.411 2.007 0.822  0.10
H42 -4.715 2.855 2.754  0.10
Cl1 3.555 3.483 -1.206  0.68
C49 3.709 1.842 -1.898  -0.94
Cl2 4.235 0.702 -0.643  0.68
C50 2.370 1.452 -2.577  -0.77
O3 2.281 1.753 -3.759  0.04
O4 1.508 0.875 -1.850  -0.20
H43 4.490 1.890 -2.648  0.06



No. 3
Density functional theory data (the ωB97M-V functional and the def2-TZVPD basis) for a gas-phase ion, C5H9N2 (charge +1) at a distorted geometry.

Properties
Maximum force, eV/Å: 3.7
Electronic energy, eV: -8302.7449
Kohn-Sham gap, eV: 10.19
SMILES string: CC#C/C(N)=[NH+]/C
Total charge: +1
E_LUMO, eV: -4.06

Each line ends with the Löwdin charge.
Element x y z (Å)
C1 3.552 -0.211 0.001  -0.05
C2 2.154 0.058 0.088  -0.06
C3 0.938 0.156 0.078  0.08
C4 -0.481 0.350 -0.062  -0.35
N1 -0.935 1.558 -0.061  0.23
N2 -1.324 -0.677 -0.169  0.05
C5 -2.795 -0.583 0.089  -0.02
H1 4.003 -0.505 -0.922  0.09
H2 3.338 -1.177 0.564  0.13
H3 4.122 0.521 0.681  0.14
H4 -0.335 2.303 -0.301  0.13
H5 -1.869 1.683 -0.457  0.15
H6 -0.920 -1.611 -0.113  0.16
H7 -3.029 -1.656 0.213  0.11
H8 -3.417 -0.170 -0.681  0.08
H9 -3.001 -0.037 1.052  0.12



No. 4
Density functional theory data (the ωB97M-V functional and the def2-TZVPD basis) for a molecular structure, C3H3Br2Cl at a distorted geometry.

Properties
Maximum force, eV/Å: 6.8
Electronic energy, eV: -155762.5900
Kohn-Sham gap, eV: 7.89
Total charge: 0
E_LUMO, eV: -1.24

Each line ends with the Löwdin charge.
Element x y z (Å)
C1 0.343 -0.123 -1.299  -0.14
C2 -0.112 -0.703 -0.151  -0.71
C3 3.804 0.545 0.733  -1.02
Cl1 0.560 -2.123 0.392  0.61
Br1 2.766 1.729 -0.176  0.63
Br2 3.927 -1.165 -0.136  0.48
H1 -0.270 0.796 -1.524  0.07
H2 1.014 -0.427 -1.988  0.00
H3 -0.917 -0.338 0.524  0.07



No. 5
Density functional theory data (the ωB97M-V functional and the def2-TZVPD basis) for 9 unconnected molecules or ions with the total composition C39H47ClFNO26 at a distorted geometry.

Properties
Maximum force, eV/Å: 2.1
Electronic energy, eV: -111171.0513
Kohn-Sham gap, eV: 8.36
SMILES string: CCc1cc(C[C@@H](C)F)c(Cl)c2c1C(=O)C=C(N)C2=O.O=C1OCCO1.O=C1OCCO1.O=C1OCCO1.O=C1OCCO1.O=C1OCCO1.O=C1OCCO1.O=C1OCCO1.O=C1OCCO1
Total charge: 0
E_LUMO, eV: -0.53

Each line ends with the Löwdin charge.
Element x y z (Å)
C1 4.405 -3.179 -0.128  -0.08
C2 4.499 -1.749 -0.720  -0.15
C3 3.291 -1.373 -1.567  -0.14
C4 2.554 -2.302 -2.266  0.01
C5 1.458 -1.980 -3.002  -0.23
C6 0.722 -3.112 -3.693  -0.10
C7 0.119 -4.008 -2.590  -0.38
C8 -0.982 -3.280 -1.838  -0.03
F1 -0.354 -5.196 -3.130  -0.02
C9 1.028 -0.672 -3.075  -0.50
Cl1 -0.407 -0.290 -3.976  0.78
C10 1.763 0.276 -2.412  -0.09
C11 2.883 -0.068 -1.670  -0.05
C12 3.633 1.055 -0.989  -0.31
O1 4.851 1.051 -0.893  0.10
C13 2.802 2.179 -0.490  0.06
C14 1.715 2.497 -1.188  -0.22
N1 0.848 3.543 -0.772  0.13
C15 1.359 1.733 -2.431  -0.26
O2 0.773 2.263 -3.357  0.06
H1 5.105 -3.846 -0.638  0.07
H2 3.400 -3.582 -0.198  0.04
H3 4.650 -3.172 0.934  0.08
H4 5.436 -1.585 -1.249  0.12
H5 4.477 -1.072 0.134  0.11
H6 2.881 -3.332 -2.198  0.13
H7 1.364 -3.676 -4.371  0.13
H8 -0.134 -2.747 -4.260  0.07
H9 0.886 -4.256 -1.849  0.13
H10 -1.317 -3.910 -1.012  0.08
H11 -0.631 -2.350 -1.389  0.08
H12 -1.810 -3.040 -2.512  0.08
H13 3.070 2.729 0.404  0.12
H14 0.462 3.249 0.119  0.11
H15 0.063 3.538 -1.417  0.06
O3 0.218 7.253 -7.363  0.16
C16 0.012 6.437 -6.524  -0.57
O4 0.868 6.124 -5.525  0.07
C17 0.172 5.281 -4.599  -0.11
C18 -0.914 4.679 -5.454  -0.10
O5 -1.126 5.697 -6.445  0.01
H16 0.836 4.532 -4.178  0.11
H17 -0.225 5.900 -3.791  0.13
H18 -0.597 3.761 -5.951  0.14
H19 -1.829 4.482 -4.898  0.14
O6 -1.895 4.231 -0.658  0.14
C19 -1.775 5.418 -0.599  -0.57
O7 -2.803 6.295 -0.693  0.07
C20 -2.296 7.593 -0.346  -0.10
C21 -0.826 7.451 -0.640  -0.13
O8 -0.603 6.056 -0.434  0.05
H20 -2.775 8.369 -0.938  0.13
H21 -2.496 7.778 0.711  0.14
H22 -0.581 7.696 -1.679  0.13
H23 -0.210 8.041 0.013  0.10
O9 0.777 7.485 1.608  0.14
C22 1.909 7.320 1.278  -0.56
O10 2.742 6.410 1.826  0.07
C23 3.918 6.347 1.012  -0.11
C24 3.917 7.698 0.336  -0.11
O11 2.523 8.018 0.293  0.06
H24 4.802 6.178 1.621  0.13
H25 3.811 5.523 0.303  0.13
H26 4.436 8.460 0.920  0.13
H27 4.339 7.670 -0.666  0.14
O12 -6.684 8.443 -5.698  0.16
C25 -5.556 8.292 -6.034  -0.57
O13 -4.725 7.340 -5.540  0.06
C26 -3.541 7.328 -6.347  -0.12
C27 -3.531 8.721 -6.930  -0.11
O14 -4.923 9.051 -6.965  0.06
H28 -2.667 7.121 -5.747  0.11
H29 -3.640 6.556 -7.111  0.14
H30 -3.014 9.440 -6.290  0.13
H31 -3.097 8.759 -7.925  0.14
O15 1.365 -2.617 0.512  0.15
C28 1.124 -3.399 1.379  -0.55
O16 1.951 -3.678 2.409  0.08
C29 1.225 -4.482 3.349  -0.11
C30 0.160 -5.106 2.486  -0.12
O17 -0.018 -4.126 1.453  0.06
H32 1.871 -5.218 3.814  0.12
H33 0.812 -3.834 4.123  0.14
H34 0.487 -6.042 2.033  0.14
H35 -0.765 -5.277 3.022  0.12
O18 0.904 -7.291 5.228  0.15
C31 -0.205 -7.675 5.020  -0.56
O19 -0.906 -7.395 3.892  0.03
C32 -2.091 -8.203 3.902  -0.10
C33 -2.276 -8.486 5.371  -0.12
O20 -0.927 -8.433 5.869  0.07
H36 -2.932 -7.670 3.469  0.12
H37 -1.905 -9.107 3.318  0.14
H38 -2.864 -7.724 5.873  0.11
H39 -2.720 -9.458 5.562  0.14
O21 4.296 -2.757 5.018  0.17
C34 4.061 -3.540 5.876  -0.56
O22 4.894 -3.825 6.910  0.06
C35 4.174 -4.633 7.843  -0.12
C36 3.104 -5.259 6.979  -0.12
O23 2.921 -4.276 5.956  0.04
H40 4.829 -5.368 8.304  0.13
H41 3.760 -3.988 8.621  0.13
H42 3.428 -6.192 6.517  0.13
H43 2.176 -5.436 7.516  0.13
O24 -4.962 -7.597 5.053  0.15
C37 -5.771 -7.113 4.325  -0.55
O25 -5.501 -6.679 3.072  0.06
C38 -6.748 -6.381 2.434  -0.11
C39 -7.657 -6.118 3.612  -0.11
O26 -7.070 -6.924 4.640  0.08
H44 -6.651 -5.523 1.774  0.14
H45 -7.060 -7.247 1.848  0.14
H46 -7.640 -5.074 3.931  0.14
H47 -8.686 -6.415 3.428  0.14



No. 6
Density functional theory data (the ωB97M-V functional and the def2-TZVPD basis) for a molecular structure, C4H7CrO2 at a distorted geometry.

Properties
Maximum force, eV/Å: 2.2
Electronic energy, eV: -36767.3122
Multiplicity: 5
Kohn-Sham gap (alpha / beta), eV: 6.73 / 7.43
Total charge: +1
E_LUMO (alpha / beta), eV: -6.55 / -6.06

Each line ends with the Löwdin spin population.
Element x y z (Å)
H1 0.218 -1.867 0.665  0.01
O1 1.494 -1.327 2.268  0.00
C1 0.876 -0.954 1.056  0.00
C2 0.093 0.288 1.221  -0.03
C3 0.146 1.366 0.156  -0.01
C4 -1.138 0.601 0.272  0.00
O2 -1.495 -0.304 -0.662  -0.07
Cr1 -1.354 -2.042 -0.978  4.10
H2 2.163 -1.993 2.090  0.00
H3 1.600 -0.861 0.232  0.00
H4 -0.039 0.615 2.256  0.00
H5 0.762 1.145 -0.719  0.00
H6 0.157 2.408 0.485  0.00
H7 -1.970 1.131 0.755  0.00



No. 7
Density functional theory data (the ωB97M-V functional and the def2-TZVPD basis) for a molecular structure, C25H45NP2Ru at a distorted geometry.

Properties
Maximum force, eV/Å: 3.9
Electronic energy, eV: -49283.5772
Multiplicity: 5
Kohn-Sham gap (alpha / beta), eV: 6.90 / 5.19
Total charge: +2
E_LUMO (alpha / beta), eV: -5.94 / -8.54

Each line ends with the Löwdin spin population.
Element x y z (Å)
Ru1 -0.411 -0.750 -0.885  0.88
C1 -2.012 1.661 0.624  0.26
C2 -2.527 0.809 -0.376  0.17
C3 -1.878 -0.497 1.443  0.24
C4 -1.698 0.849 1.760  0.09
C5 -2.372 -0.612 0.064  0.11
C6 -1.917 3.137 0.570  0.04
H1 -1.607 3.464 -0.417  0.01
H2 -1.187 3.513 1.284  0.00
H3 -2.882 3.603 0.779  0.02
C7 -1.444 1.343 3.134  0.00
H4 -1.064 2.377 3.171  0.00
H5 -0.706 0.718 3.664  0.00
H6 -2.371 1.316 3.746  0.00
C8 -1.841 -1.614 2.418  0.03
H7 -2.775 -1.573 2.998  0.01
H8 -0.998 -1.533 3.115  0.01
H9 -1.786 -2.598 1.934  0.00
C9 -3.268 -1.728 -0.367  0.02
H10 -4.305 -1.382 -0.464  0.01
H11 -3.213 -2.546 0.359  0.00
H12 -2.954 -2.113 -1.338  0.01
C10 -3.370 1.264 -1.512  0.02
H13 -4.321 1.647 -1.107  0.01
H14 -3.599 0.441 -2.209  0.00
H15 -2.898 2.101 -2.059  0.00
C11 1.301 0.286 -1.295  0.07
C12 0.205 1.152 -1.478  0.00
C13 -0.272 1.512 -2.865  0.00
C14 -1.083 0.362 -3.519  0.00
C15 -1.071 -0.898 -2.732  0.01
C16 0.127 -1.696 -2.583  0.01
C17 1.431 -1.301 -3.230  0.01
C18 2.121 -0.162 -2.465  0.02
H16 0.620 1.748 -3.470  0.00
H17 -0.704 0.177 -4.524  0.00
H18 -0.910 2.415 -2.818  0.00
H19 2.280 0.712 -3.110  0.00
H20 1.893 0.354 -0.375  0.02
H21 0.064 1.948 -0.745  0.01
H22 3.094 -0.498 -2.089  0.00
H23 2.099 -2.168 -3.267  0.00
H24 -0.015 -2.769 -2.547  0.00
H25 1.268 -0.985 -4.264  0.00
H26 -2.124 0.685 -3.609  0.00
H27 -2.011 -1.430 -2.720  0.00
P1 1.903 2.021 1.417  0.54
C19 1.659 2.853 3.012  0.07
H28 2.543 3.419 3.339  0.02
H29 1.419 2.061 3.741  0.00
H30 0.776 3.513 2.937  0.00
C20 3.581 1.251 1.467  0.05
H31 4.363 1.938 1.815  0.01
H32 3.829 0.861 0.469  0.00
H33 3.506 0.391 2.146  0.00
C21 2.119 3.397 0.225  0.10
H34 2.263 2.986 -0.790  0.00
H35 2.959 4.064 0.476  0.02
H36 1.181 3.979 0.187  0.00
P2 1.093 -2.604 0.732  0.27
C22 -0.221 -3.639 -0.023  0.06
H37 0.181 -4.459 -0.635  0.01
H38 -0.844 -3.002 -0.680  0.01
H39 -0.885 -4.055 0.744  0.00
C23 2.618 -2.650 -0.242  0.04
H40 2.464 -2.346 -1.283  0.00
H41 3.109 -3.641 -0.225  0.01
H42 3.310 -1.921 0.206  0.00
C24 1.459 -3.426 2.298  0.04
H43 1.831 -4.454 2.151  0.01
H44 0.534 -3.431 2.901  0.00
H45 2.208 -2.805 2.820  0.00
N1 1.260 -0.328 2.631  0.30
C25 0.871 -0.713 1.540  0.36



No. 8
Density functional theory data (the ωB97M-V functional and the def2-TZVPD basis) for a molecular structure, C16H32FKO12 at a distorted geometry.

Properties
Maximum force, eV/Å: 7.8
Electronic energy, eV: -60721.3449
Kohn-Sham gap, eV: 7.26
Total charge: 0
E_LUMO, eV: -0.66

Each line ends with the Löwdin charge.
Element x y z (Å)
K1 2.670 -3.650 0.330  0.85
F1 1.324 -1.360 -0.809  -0.71
C1 -0.920 2.031 -1.760  -0.05
C2 -0.833 0.569 -2.171  -0.21
O1 -2.070 0.072 -2.700  0.03
C3 -2.191 -1.237 -2.937  -0.67
O2 -1.198 -1.995 -2.989  0.09
O3 -3.384 -1.496 -3.157  0.05
C4 -3.807 -2.851 -2.869  -0.01
H1 -1.520 2.077 -0.851  0.06
H2 -1.353 2.703 -2.501  0.07
H3 0.028 2.438 -1.407  0.07
H4 -0.518 0.054 -1.264  0.08
H5 -0.091 0.328 -2.933  0.12
H6 -3.529 -3.605 -3.605  0.09
H7 -4.893 -2.778 -2.815  0.10
H8 -3.398 -3.284 -1.956  0.09
C5 4.278 3.346 -4.518  -0.07
C6 3.267 3.151 -3.453  -0.20
O4 3.839 2.572 -2.275  0.07
C7 3.963 1.343 -2.044  -0.61
O5 3.657 0.411 -2.763  0.13
O6 4.672 1.267 -0.861  -0.03
C8 4.751 0.067 -0.078  -0.05
H9 3.986 3.641 -5.526  0.08
H10 4.790 2.400 -4.699  0.08
H11 5.027 4.104 -4.289  0.08
H12 2.301 2.731 -3.735  0.13
H13 2.900 4.157 -3.252  0.12
H14 5.385 0.010 0.807  0.09
H15 5.040 -0.749 -0.741  0.08
H16 3.737 -0.221 0.199  0.07
C9 -1.957 -1.251 0.897  -0.03
C10 -3.020 -0.357 1.708  -0.17
O7 -3.378 0.789 0.957  0.01
C11 -4.323 0.810 -0.020  -0.53
O8 -5.012 -0.126 -0.336  0.12
O9 -4.385 2.018 -0.668  -0.03
C12 -5.357 2.321 -1.655  -0.05
H17 -2.378 -1.740 0.019  0.06
H18 -1.640 -2.145 1.434  0.07
H19 -1.092 -0.619 0.697  0.04
H20 -2.486 -0.062 2.611  0.11
H21 -3.866 -0.970 2.019  0.12
H22 -5.267 1.543 -2.413  0.10
H23 -5.181 3.277 -2.148  0.09
H24 -6.330 2.517 -1.206  0.09
C13 1.442 -2.968 7.019  -0.08
C14 1.148 -1.885 6.026  -0.22
O10 2.144 -2.093 5.009  0.04
C15 2.001 -1.590 3.768  -0.59
O11 2.740 -1.770 2.830  0.08
O12 0.970 -0.772 3.672  -0.01
C16 0.929 0.151 2.564  -0.01
H25 0.756 -2.998 7.866  0.08
H26 2.351 -2.658 7.534  0.08
H27 1.557 -3.969 6.605  0.09
H28 0.939 -0.932 6.511  0.13
H29 0.171 -2.066 5.577  0.12
H30 1.842 0.730 2.419  0.10
H31 0.157 0.911 2.679  0.09
H32 0.613 -0.342 1.645  0.06



> What is the total charge in the fifth record?

0